A cluster of 2 separate species, C5H9NO2 in total. Source: the Open Molecules 2025 dataset; level of theory: wB97M-V/def2-TZVPD.

XYZ file:
```
17
Properties=species:S:1:pos:R:3:forces:R:3:nbo_charge:R:1
C -0.631975 1.166726 0.245385 -0.09 -0.03 0.37 0.381
C -3.534321 -0.689179 0.013636 -3.52 -3.06 -1.17 0.675
C 0.418807 0.127771 0.373037 -1.81 -1.35 1.33 -0.337
C 1.771527 0.728260 0.715429 -2.23 4.16 -0.20 -0.582
C 0.547437 -0.517190 -0.984237 -2.09 4.14 -1.68 -0.576
N -1.524788 1.885999 0.130929 0.59 -0.12 -0.05 -0.424
O -2.586565 -1.000967 0.667443 0.47 0.46 0.07 -0.613
O -3.879001 0.460258 -0.538884 0.76 -0.23 0.36 -0.673
H -0.086195 -0.667132 1.142684 1.52 1.91 -1.58 0.277
H -4.412404 -1.483842 -0.284369 1.92 1.56 0.80 0.079
H 1.677640 1.351251 1.690550 0.47 -0.73 -1.86 0.225
H 2.015535 1.356111 -0.261596 -0.13 -0.76 2.47 0.211
H 2.512207 0.040333 0.828455 1.96 -2.15 0.33 0.214
H 0.972106 0.273804 -1.689143 -0.09 -1.30 0.77 0.202
H -0.406008 -0.744205 -1.434214 -0.47 -0.31 0.10 0.224
H 1.081107 -1.353144 -0.916543 2.54 -3.32 -0.02 0.210
H -3.107085 1.018438 -0.350198 0.21 1.14 -0.04 0.507
```
Positions in Å, forces in eV/Å.

Properties
Spin multiplicity ... 1
Highest occupied orbital energy ... -0.388 Eh
ΔE to the lowest compared entry with this formula, charge and spin ... 156.5 kJ/mol
SMILES ... CC(C)C#N.O=CO
HOMO-LUMO gap ... 11.4 eV

=====

A structure of composition C19H24CuNSe2SiTe2. Source: the Open Molecules 2025 dataset; level of theory: wB97M-V/def2-TZVPD.

XYZ file:
```
50
Properties=species:S:1:pos:R:3:forces:R:3:lowdin_spin:R:1
Cu -2.727861 -0.727255 -0.161922 0.22 -0.24 0.20 0.462
Se -3.472986 -2.996196 -0.704262 0.09 0.11 -0.09 0.029
Te -4.429184 -3.929086 1.400254 -0.02 -0.01 0.02 0.028
Te -5.004637 -1.640565 2.867561 0.04 -0.07 0.04 0.049
Se -4.489650 0.121730 1.190411 -0.24 0.19 0.06 0.175
C -2.120445 1.091806 -0.687875 -0.38 0.07 -0.12 0.146
Si -0.319018 1.093850 -0.491196 0.31 0.12 -0.13 0.034
C 0.067455 0.081926 1.047804 -0.03 -0.02 0.13 0.001
N -0.653069 -1.195144 0.955342 -0.21 -0.24 -0.12 0.024
C -1.121089 -1.689869 2.258013 0.09 0.06 -0.04 0.002
C 0.020942 -2.142770 3.170832 -0.04 -0.02 0.05 0.002
C 1.070688 -2.938134 2.372687 0.03 0.01 0.00 0.000
C 0.474033 -3.431868 1.059478 0.01 -0.04 -0.01 0.000
C 0.075012 -2.242576 0.189956 0.07 0.08 0.11 0.003
C 0.432412 2.804348 -0.204883 0.10 0.12 0.06 0.006
C 0.063920 3.512256 0.946649 0.04 0.02 -0.05 0.002
C 0.565683 4.778795 1.212681 0.00 -0.04 -0.03 0.000
C 1.453112 5.373360 0.324198 0.00 0.00 0.01 0.002
C 1.827070 4.696725 -0.827373 -0.03 -0.05 0.01 0.000
C 1.321028 3.426854 -1.084865 -0.03 0.06 0.03 0.002
C 0.551476 0.325123 -1.970452 0.05 -0.07 -0.13 0.002
C -0.173555 -0.260277 -3.010756 0.10 -0.04 0.00 0.004
C 0.468450 -0.891328 -4.071934 -0.02 0.03 0.06 0.001
C 1.853740 -0.940834 -4.114751 0.01 0.01 0.01 0.001
C 2.597074 -0.359914 -3.093551 -0.05 0.00 0.00 0.001
C 1.948102 0.261474 -2.036510 -0.01 -0.04 -0.01 0.000
H -2.465069 1.304451 -1.704356 -0.01 -0.01 0.01 0.017
H -2.575722 1.826879 -0.021236 -0.01 0.03 -0.01 0.002
H -0.367514 0.651974 1.877724 0.02 -0.04 0.02 0.000
H 1.138611 -0.032839 1.274946 -0.03 -0.03 -0.01 0.000
H -1.807296 -2.517777 2.077981 0.00 -0.04 -0.05 0.000
H -1.719182 -0.905653 2.722180 -0.01 0.02 0.01 0.000
H -0.408602 -2.759565 3.964929 0.01 0.00 0.00 0.000
H 0.488853 -1.285743 3.661977 -0.01 0.02 -0.02 0.000
H 1.460595 -3.768412 2.964962 -0.01 -0.01 0.00 0.000
H 1.926719 -2.295525 2.139132 0.00 0.00 0.01 0.000
H -0.397291 -4.065373 1.249479 0.01 0.01 0.00 0.000
H 1.192814 -4.040668 0.504926 -0.01 0.00 0.01 0.000
H -0.535248 -2.589466 -0.645027 -0.04 0.02 -0.01 0.003
H 0.979948 -1.791667 -0.224248 0.02 0.02 -0.01 0.000
H -0.640274 3.071254 1.646188 0.01 0.00 -0.01 0.000
H 0.262013 5.303360 2.110675 0.00 0.00 0.00 0.000
H 1.847923 6.361332 0.528488 0.00 0.00 0.00 0.000
H 2.513214 5.157070 -1.528605 0.00 0.00 0.00 0.000
H 1.621603 2.915096 -1.992411 -0.01 0.02 0.01 0.000
H -1.257163 -0.241525 -2.983695 -0.01 0.00 0.00 0.003
H -0.115604 -1.350458 -4.860159 0.00 0.00 0.00 0.000
H 2.355515 -1.433141 -4.939026 0.00 0.00 0.00 0.000
H 3.679670 -0.397246 -3.119657 0.00 0.00 0.00 0.000
H 2.542780 0.701211 -1.240707 -0.02 -0.01 -0.01 0.000
```
Positions in Å, forces in eV/Å.

Properties
Spin multiplicity ... 2
Net charge ... -1
Highest occupied orbital energy (spin up / spin down) ... -0.124 / -0.124 Eh
HOMO-LUMO gap (spin up / spin down) ... 5.9 / 5.1 eV

=====

An isolated molecule of C4H9BO3. Source: the Open Molecules 2025 dataset; level of theory: wB97M-V/def2-TZVPD.

XYZ file:
```
17
Properties=species:S:1:pos:R:3:forces:R:3:nbo_charge:R:1
B -1.998150 -0.105556 -0.057865 1.89 2.37 0.06 1.272
C 0.297668 0.610171 -0.292710 -1.27 2.46 0.92 0.090
C 0.203258 -0.776649 0.368509 0.71 -0.51 1.37 0.079
C 1.148091 1.745314 0.446296 0.38 -2.36 -3.81 -0.618
C 0.950952 -1.906237 -0.339252 -0.83 0.30 -0.78 -0.630
O -1.187239 0.966944 -0.493106 1.86 -0.34 0.23 -0.740
O -1.175175 -1.125196 0.368233 -1.34 -0.66 0.15 -0.710
O -3.343482 0.061601 0.059773 -0.21 -1.13 0.15 -0.911
H 0.833347 0.779667 -1.240788 -0.87 -1.36 -0.28 0.191
H 0.523443 -0.746447 1.466540 -0.38 0.26 -1.35 0.177
H 2.200239 1.451121 0.242373 -0.46 0.20 0.02 0.202
H 1.131521 2.025767 1.403320 -0.89 0.13 4.24 0.206
H 0.975131 2.657956 -0.063410 -0.15 0.84 -0.98 0.217
H 1.985349 -2.076418 -0.074753 0.13 0.12 0.32 0.217
H 0.903594 -1.627371 -1.383676 0.30 -0.17 -0.54 0.204
H 0.356114 -2.823350 -0.280778 0.31 0.09 0.41 0.235
H -3.804662 0.888678 -0.128709 0.82 -0.23 -0.14 0.518
```
Positions in Å, forces in eV/Å.

Properties
Spin multiplicity ... 1
Highest occupied orbital energy ... -0.372 Eh
ΔE to the lowest compared entry with this formula, charge and spin ... 32.5 kJ/mol
SMILES ... C[C@@H]1OB(O)O[C@H]1C
HOMO-LUMO gap ... 10.8 eV

=====

A cluster of 2 separate species, C4H12 in total. Source: the Open Molecules 2025 dataset; level of theory: wB97M-V/def2-TZVPD.

XYZ file:
```
16
Properties=species:S:1:pos:R:3:forces:R:3:nbo_charge:R:1
C 1.724496 0.648855 0.706740 -1.02 0.55 -0.38 -0.615
C 2.442380 0.863994 -0.612873 0.76 1.03 -0.11 -0.610
H 1.531870 -0.400813 0.905649 0.54 -0.12 0.58 0.206
H 2.222893 1.258919 1.472993 0.11 -0.93 0.16 0.211
H 0.711098 1.079250 0.697712 0.17 0.05 -0.34 0.201
H 1.972034 0.524441 -1.537522 -0.44 0.10 0.29 0.206
H 3.432839 0.412136 -0.635874 0.08 -0.21 0.28 0.201
H 2.649984 1.951737 -0.666391 -0.22 -0.47 -0.47 0.200
C -2.345869 -1.007583 0.682233 -0.15 0.62 -1.33 -0.614
C -1.793966 -0.604445 -0.725346 -0.37 0.89 0.48 -0.615
H -2.680846 -2.010605 0.561997 -0.51 -0.87 0.41 0.204
H -1.608167 -0.993798 1.474264 0.15 0.22 0.06 0.207
H -3.204574 -0.361415 0.928314 0.39 -0.39 0.17 0.205
H -0.724964 -0.389037 -0.684492 -0.03 -0.29 -0.26 0.206
H -2.276839 0.329357 -1.036836 0.20 0.00 0.06 0.201
H -2.052368 -1.300992 -1.530567 0.34 -0.17 0.39 0.206
```
Positions in Å, forces in eV/Å.

Properties
Spin multiplicity ... 1
Highest occupied orbital energy ... -0.424 Eh
ΔE to the lowest compared entry with this formula, charge and spin ... 38.5 kJ/mol
SMILES ... CC.CC
HOMO-LUMO gap ... 12.7 eV

=====

Number 1: largest force on an atom 4.93 eV/Å. Number 2: largest force on an atom 0.40 eV/Å. Number 3: largest force on an atom 4.50 eV/Å. Number 4: largest force on an atom 1.48 eV/Å.